Molecular formula: C57H61F9N4OPSSiTeTl
Method: DFT, ωB97M-V/def2-TZVPD

The geometry in XYZ format:
```
137
Properties=species:S:1:pos:R:3:mulliken_charge:R:1
C -0.51 -1.48 -3.60 -0.233
H 0.56 1.21 6.95 0.242
C -0.05 2.09 7.17 -1.313
C 0.46 3.31 6.46 1.156
C -0.60 -3.05 2.01 -0.286
F 1.07 -8.80 -3.90 -0.263
C 0.42 6.54 -0.72 -1.083
Si 2.05 5.70 -1.08 0.337
C 0.87 -1.45 -3.38 -0.261
C 2.57 -0.58 4.54 -0.917
H 3.19 6.06 1.09 0.294
O -3.28 -0.61 0.53 -0.980
C 2.90 -2.84 5.60 -1.821
H -0.04 2.25 8.25 0.413
H 3.05 -3.17 -4.45 0.505
H 2.60 -3.76 5.10 0.322
H 2.83 -3.02 6.67 0.376
C 1.51 -5.06 -1.41 -0.865
N -1.60 -2.89 -0.29 0.093
H -5.51 -1.26 1.26 0.449
H 2.67 7.22 -2.95 0.322
C 0.13 -5.91 -3.65 -1.143
H 2.44 2.55 4.02 0.203
C 2.34 6.47 7.46 -1.605
H -1.13 -2.11 -2.98 0.428
H -2.23 -2.15 0.02 -0.035
H -0.42 5.87 -0.83 0.361
H 1.27 -2.88 0.94 -0.373
H 1.28 4.10 8.27 0.272
C 1.61 5.44 6.64 0.740
H 1.17 5.83 2.73 0.182
H 0.22 -2.57 5.90 0.332
C 2.21 3.82 -0.93 0.316
C -0.16 -0.65 5.03 1.403
C 0.40 -4.56 -3.48 -0.094
H 1.57 -7.12 -0.84 0.467
C 1.64 -0.56 -4.13 -0.961
H 3.30 7.51 0.08 0.329
C 0.73 4.71 4.50 1.352
C -1.27 -3.77 0.84 -1.164
H -2.10 -3.43 -0.98 0.250
C 1.39 5.64 5.28 -0.766
C -0.93 1.04 -6.38 0.717
F -0.11 1.22 -7.44 -0.281
H 6.35 -2.18 -0.91 0.491
C -1.09 -0.70 -4.59 -0.825
C -6.88 0.47 3.84 -0.365
C 2.81 1.15 -0.70 -0.584
F 7.87 -2.22 -4.32 -0.264
F -2.07 0.52 -6.87 -0.284
H 0.67 4.16 2.39 -0.254
C -5.77 1.22 4.20 -0.860
C 0.66 -1.70 5.41 -0.940
C 5.63 -2.39 -1.68 -0.794
P 1.54 -2.38 -1.97 1.823
H -2.16 -0.74 -4.75 0.465
H 4.37 6.14 -0.22 0.347
C -0.30 0.16 -5.34 0.173
H 3.95 -2.65 5.36 0.379
F 7.81 -4.24 -3.54 -0.262
H 4.25 4.05 -1.53 0.236
H -1.99 0.07 5.91 0.095
C 6.05 -2.79 -2.94 0.396
N 0.50 -0.96 1.29 1.747
C 0.41 0.47 4.40 0.277
C 0.28 -8.29 -2.93 0.823
C -3.21 -0.06 1.69 -0.192
C 2.03 -1.68 5.18 0.551
N -2.08 0.29 2.22 0.313
F 0.49 -9.03 -1.83 -0.287
H 1.36 -0.42 1.27 -0.289
H -0.41 -6.25 -4.52 0.415
Tl -0.91 0.35 -0.66 0.791
C 3.33 -2.52 -2.42 -0.152
H 3.36 6.64 7.08 0.325
C 3.48 3.35 -1.22 -0.369
C 2.54 6.14 -2.85 -1.236
C 7.51 -2.96 -3.25 0.754
C 0.51 5.03 3.04 -1.190
C -6.79 -0.43 2.79 -0.571
C 1.78 0.50 4.13 0.984
F -0.99 -8.51 -3.32 -0.270
H 4.80 1.63 -1.35 0.517
S -0.43 3.24 -0.20 -0.540
N 1.58 1.56 -0.40 0.316
H -0.42 -3.82 2.77 0.544
C 0.72 -2.34 1.72 0.542
C 1.10 -4.12 -2.35 0.640
H -1.07 1.86 6.86 0.089
H -1.86 -1.69 5.82 0.480
C 1.14 4.27 7.21 -1.027
F 8.30 -2.59 -2.23 -0.291
H 1.32 -2.37 2.64 0.089
C 1.25 -6.41 -1.58 -0.689
H 2.99 0.09 -0.58 0.405
F -1.22 2.26 -5.91 -0.236
H 1.76 5.82 -3.54 0.317
H -2.21 -0.73 4.37 0.123
H 2.42 6.16 8.50 0.346
C 4.27 -2.25 -1.43 -0.127
H 3.47 5.66 -3.15 0.348
C 1.06 0.24 -5.10 -1.028
C 3.81 2.00 -1.12 -1.401
C 0.27 3.51 5.08 -0.653
H 0.31 7.39 -1.41 0.389
H -2.16 -4.28 1.24 0.511
H 1.83 7.44 7.43 0.339
C 3.77 -2.94 -3.67 -0.095
C -4.48 0.16 2.46 -0.050
H 2.03 -4.73 -0.52 0.268
H 1.67 0.93 -5.67 0.431
C 5.12 -3.07 -3.94 -1.272
C 0.55 -6.83 -2.70 0.311
C 1.23 2.86 -0.52 0.563
H -0.52 5.34 2.85 0.341
H 2.71 -0.48 -3.95 0.458
H -0.60 -4.55 0.47 0.234
C -1.64 -0.76 5.30 -1.457
H 0.08 -3.86 -4.23 0.451
C -5.60 -0.58 2.09 -0.445
H -5.83 1.93 5.01 0.407
H 3.64 -0.55 4.33 0.271
H -7.81 0.59 4.38 0.362
H 1.75 6.56 4.81 0.402
H -7.66 -1.01 2.50 0.384
H 3.47 1.40 3.17 0.464
Te -0.77 2.13 3.83 0.985
H 3.94 -1.94 -0.44 0.292
H 1.91 1.88 2.48 0.155
H 0.41 6.93 0.30 0.287
H -0.11 -0.51 1.97 -1.045
C 2.44 1.64 3.41 -1.763
H -1.30 -2.34 2.46 -0.388
H -3.70 1.64 3.80 0.223
H 5.46 -3.40 -4.91 0.393
C 3.35 6.42 0.07 -1.117
C -4.57 1.06 3.51 0.132
```

* expectation value of S²: 0.759
* frontier orbital gap (alpha / beta): 6.37 / 6.36 eV
* charge: -1
* spin multiplicity: 2
* energy above the lowest of the compared OMol25 structures with the same formula, charge and spin: 0.00 kJ/mol
* maximum force: 0.429 eV/A